Entry 1:
{"formula": "C2H2FI3O", "method": "ωB97M-V/def2-TZVPD", "e_homo_ev": [-8.347, -8.526], "charge": 0, "spin_multiplicity": 1, "orbital_gap_ev": [7.476, 7.611], "e_above_lowest_kcal_mol": 81.79, "species": ["C", "C", "O", "F", "I", "I", "I", "H", "H"], "coordinates": [[1.6814, 0.9274, 0.0688], [0.9081, -1.1495, -1.3225], [-0.3846, -0.8916, -1.2878], [1.4085, -1.0283, -2.5778], [3.6108, 0.3159, 0.5843], [1.4812, 2.8826, -0.6718], [1.8307, -2.9023, -0.4685], [0.9730, 0.6367, 0.7598], [-1.0466, -1.5148, -1.7508]], "nbo_charge": [-0.622, 0.551, -0.736, -0.365, 0.208, 0.217, 0.084, 0.159, 0.503]}

=====

Entry 2:
{"formula": "C2H2FIO3", "method": "ωB97M-V/def2-TZVPD", "e_homo_ev": -9.396, "charge": 0, "spin_multiplicity": 1, "orbital_gap_ev": 7.549, "e_above_lowest_kcal_mol": 21.79, "species": ["C", "C", "O", "O", "O", "F", "I", "H", "H"], "coordinates": [[-0.2465, 0.9019, -0.7598], [-0.1527, -0.2382, 0.1530], [-0.5407, 2.0491, -0.5539], [-0.3139, -0.1551, 1.4633], [-0.5822, -1.4847, -0.3358], [-0.0469, 0.5169, -2.0721], [2.5299, -0.0528, 0.0128], [-0.2650, 0.7462, 1.8631], [-0.3820, -2.2832, 0.2294]], "nbo_charge": [0.750, 0.599, -0.491, -0.645, -0.658, -0.323, -0.285, 0.530, 0.523]}

=====

Entry 3:
{"formula": "C2H2FLiMnO", "method": "ωB97M-V/def2-TZVPD", "e_homo_ev": [-17.636, -17.900], "charge": 2, "s_squared": 8.76, "spin_multiplicity": 6, "orbital_gap_ev": [7.274, 7.144], "species": ["C", "F", "H", "C", "O", "Mn", "Li", "H"], "coordinates": [[2.4930, -0.0048, -0.1359], [2.5921, -1.2683, -0.1927], [3.4330, 0.4321, -0.5233], [-1.4752, 0.5925, 0.2590], [-1.9116, -0.4588, -0.2292], [0.5851, 0.9292, 0.3721], [-3.4614, -1.4607, -0.2870], [-2.2549, 1.2388, 0.7368]], "nbo_charge": [0.212, -0.185, 0.182, -0.056, -0.704, 1.405, 0.990, 0.154]}

=====

Entry 4:
{"formula": "C2H2FN", "method": "ωB97M-V/def2-TZVPD", "e_homo_ev": [-8.457, -8.283], "charge": 0, "spin_multiplicity": 1, "orbital_gap_ev": [8.384, 8.136], "e_above_lowest_kcal_mol": 92.99, "species": ["C", "C", "N", "F", "H", "H"], "coordinates": [[0.8864, -0.8873, -0.3959], [-0.4396, 0.2499, 0.3743], [-0.1771, -1.1049, 0.2909], [-1.4829, 0.7362, -0.2423], [1.1605, 0.0445, -0.9238], [0.0526, 0.9616, 0.8968]], "nbo_charge": [0.009, 0.457, -0.494, -0.293, 0.165, 0.157]}

=====

Entry 5:
{"formula": "C2H2FN3O", "method": "ωB97M-V/def2-TZVPD", "e_homo_ev": -9.827, "charge": 0, "spin_multiplicity": 1, "smiles": "O[C@@H]1N=NN=C1F", "orbital_gap_ev": 9.360, "e_above_lowest_kcal_mol": 80.92, "species": ["O", "C", "N", "N", "N", "C", "F", "H", "H"], "coordinates": [[1.8738, 0.5480, -0.3276], [0.6268, 0.1186, 0.2205], [0.3605, -1.2349, 0.1086], [-0.7735, -1.6127, -0.0332], [-1.7495, -0.6935, 0.0583], [-1.2156, 0.4569, 0.0120], [-1.6974, 1.6682, 0.0388], [1.7739, 0.5137, -1.3282], [0.8010, 0.2357, 1.2507]], "nbo_charge": [-0.654, 0.117, -0.176, 0.033, -0.373, 0.623, -0.270, 0.484, 0.216]}

=====

Entry 6:
{"formula": "C2H2FN3S", "method": "ωB97M-V/def2-TZVPD", "e_homo_ev": [-5.905, -9.700], "charge": 0, "s_squared": 2.01, "spin_multiplicity": 3, "orbital_gap_ev": [6.195, 7.354], "e_above_lowest_kcal_mol": 46.92, "species": ["C", "C", "N", "N", "N", "F", "S", "H", "H"], "coordinates": [[0.9807, -0.1703, 0.7515], [-0.7278, 0.2129, -0.8540], [0.4463, 0.4868, -0.2928], [0.8582, 0.9952, 1.1871], [-1.1559, -0.9368, -1.2361], [-3.6394, -1.1829, -2.4510], [-2.2001, -1.8226, -1.8267], [1.0775, -1.2343, 0.8755], [-1.4075, 0.9530, -1.1043]], "nbo_charge": [0.151, 0.102, -0.289, -0.184, -0.758, -0.530, 1.123, 0.210, 0.175]}

=====

Number 1: total energy -1145.45496 Ha. Number 2: total energy -700.66118 Ha. Number 3: total energy -1410.28148 Ha. Number 4: total energy -231.85009 Ha. Number 5: total energy -416.62814 Ha. Number 6: total energy -739.45016 Ha.